1.
{"formula": "C3H4O3Pr", "method": "wB97M-V/def2-TZVPD", "species": ["Pr", "O", "O", "O", "C", "C", "C", "H", "H", "H", "H"], "xyz": [[3.9995, 0.3291, -0.0424], [2.0985, -1.3788, -0.0914], [1.3159, 0.6596, -0.2809], [-0.0781, -1.1151, -0.5970], [-1.1679, 0.7995, 0.3801], [1.1947, -0.5825, -0.3523], [-1.1684, -0.4926, -0.2941], [-2.1774, 0.9514, 0.8100], [-1.3765, 1.3115, -0.6527], [-0.6181, 0.6904, 1.3265], [-2.0222, -1.1726, -0.2059]], "mulliken_spin": [2.22, -0.11, -0.11, 0.00, 0.00, 0.00, 0.00, 0.00, 0.00, 0.00, 0.00], "total_charge": 3, "spin_multiplicity": 3, "homo_energy_ha": [-0.8547, -0.8589], "de_lowest_kj_mol": 41.7, "fmax_ev_per_a": 4.1, "gap_ha": [0.181, 0.289]}



2.
{"formula": "C70H84AsN2NaP2Si4Te2", "method": "wB97M-V/def2-TZVPD", "species": ["Te", "Te", "As", "P", "P", "Si", "Si", "Si", "Si", "Na", "N", "N", "C", "C", "C", "C", "C", "C", "C", "C", "C", "C", "C", "C", "C", "C", "C", "C", "C", "C", "C", "C", "C", "C", "C", "C", "C", "C", "C", "C", "C", "C", "C", "C", "C", "C", "C", "C", "C", "C", "C", "C", "C", "C", "C", "C", "C", "C", "C", "C", "C", "C", "C", "C", "C", "C", "C", "C", "C", "C", "C", "C", "C", "C", "C", "C", "C", "C", "C", "C", "C", "C", "H", "H", "H", "H", "H", "H", "H", "H", "H", "H", "H", "H", "H", "H", "H", "H", "H", "H", "H", "H", "H", "H", "H", "H", "H", "H", "H", "H", "H", "H", "H", "H", "H", "H", "H", "H", "H", "H", "H", "H", "H", "H", "H", "H", "H", "H", "H", "H", "H", "H", "H", "H", "H", "H", "H", "H", "H", "H", "H", "H", "H", "H", "H", "H", "H", "H", "H", "H", "H", "H", "H", "H", "H", "H", "H", "H", "H", "H", "H", "H", "H", "H", "H", "H"], "xyz": [[3.7116, -0.9323, -0.3880], [2.1749, 2.8185, 0.5190], [-0.7943, -1.7341, -2.8938], [-2.0570, -1.8977, 1.0321], [-2.8793, 1.9430, -0.9081], [3.9665, 5.9623, -0.1830], [2.4582, 5.0832, 1.3824], [0.7684, 6.7152, 1.6695], [3.4417, 4.8339, 3.4912], [0.2849, -0.6062, -0.0387], [0.7894, -2.8969, 0.4668], [1.2483, -0.9293, 2.1965], [3.1156, 0.0831, -2.1833], [0.5158, -2.8743, -5.2674], [-2.6775, 1.3023, -6.0338], [-3.8465, -2.1441, 0.6887], [-3.3517, -3.2040, -2.8034], [0.2162, 4.1960, -3.4613], [-5.7021, 3.8949, -3.2017], [2.4118, -1.3703, 4.6825], [-2.1114, 3.3702, 3.4007], [0.6724, -2.5058, -3.9341], [-0.5691, 6.7989, 0.3085], [-1.9530, -4.6358, 1.4246], [-1.6664, 4.2919, -1.9722], [1.7554, -2.1382, 2.5038], [-1.6431, 2.9035, -1.8574], [2.3495, -2.3815, 3.7519], [-6.8812, 3.6196, -2.5292], [-1.6903, -5.7983, 2.1231], [-1.4481, -4.5603, -3.2728], [5.0335, 3.7840, 3.4410], [-0.9190, -4.5025, 3.9863], [1.3164, 0.0295, 3.1020], [-5.6446, 2.3292, -0.9285], [2.2239, 4.0036, 4.7156], [4.9579, 7.4822, 0.3922], [-2.2728, -0.6361, 2.3491], [-3.5972, -5.5840, -2.9849], [1.8959, -2.7411, -3.3208], [2.7974, -3.6118, -5.3654], [-3.6671, 2.5695, 1.7552], [-4.4955, 3.4180, -2.7207], [3.9032, 6.5221, 4.2379], [-1.3883, 0.8350, -6.2228], [-4.4439, 2.6613, -1.5531], [0.5140, -3.8609, -0.3917], [-3.3733, 2.9085, 3.0643], [-3.3941, 0.8913, -4.9224], [1.8776, -0.1280, 4.3579], [1.9323, -5.4213, 0.6907], [-2.2408, -5.6931, -3.2380], [-4.3821, -1.3086, -0.2834], [1.0322, -5.1381, -0.3341], [-1.7301, -3.3919, 2.0140], [2.2030, -4.4447, 1.6199], [5.8213, -0.6291, -0.8238], [-2.7109, 2.7165, 0.7514], [-1.1608, 3.5346, 2.4082], [5.2882, 4.6888, -0.7272], [1.5706, -3.4132, -5.9804], [-1.4602, 3.2192, 1.0971], [-0.6599, 2.1817, -2.5176], [-6.8484, 2.8208, -1.3980], [-6.0272, -3.0977, 1.0147], [0.2736, 2.8229, -3.3097], [-4.1509, -4.3339, -2.7721], [-5.7292, -1.3430, -0.5870], [-1.5652, -0.5377, -4.2454], [-2.8332, -0.0048, -4.0315], [-0.7487, 4.9292, -2.7862], [1.5976, -3.1823, 1.5087], [1.6516, 8.4111, 1.5669], [-0.8346, -0.0670, -5.3311], [2.9352, 6.4565, -1.7131], [-4.6820, -3.0436, 1.3397], [-1.9886, -3.2930, -3.0652], [-1.1718, -5.7338, 3.4076], [-6.5554, -2.2450, 0.0615], [2.9503, -3.2987, -4.0257], [-0.1619, 6.7851, 3.3440], [-1.1978, -3.3367, 3.2958], [-5.6444, 1.6644, -0.0779], [-1.8772, 3.6099, 4.4277], [-3.3864, -0.2765, -3.1402], [3.5487, -0.3998, -3.0502], [-3.8121, -2.2455, -2.6072], [3.6240, -4.0241, -5.9253], [1.4340, -3.6759, -7.0196], [-0.4528, -2.7488, -5.7404], [2.3250, 5.6217, -2.0461], [-4.6505, 2.1857, 1.5358], [-0.6988, 3.3462, 0.3409], [6.0493, 0.4272, -0.7640], [-2.3477, -4.6826, 0.4161], [-4.2146, -6.4680, -2.9451], [-4.1254, 2.7787, 3.8313], [0.1844, -0.4039, -5.4836], [2.8601, -1.5451, 5.6483], [2.2611, 7.2722, -1.4663], [-7.8199, 4.0131, -2.8929], [-5.2075, -4.2362, -2.5617], [-6.6724, -3.8092, 1.5070], [-3.1144, 1.9951, -6.7385], [-0.7787, 6.0040, -2.8941], [-0.3868, -4.6686, -3.4686], [2.0230, -2.5076, -2.2672], [4.8485, 2.8127, 2.9942], [2.4034, -6.3918, 0.7514], [0.9018, 0.9824, 2.8035], [0.9315, 4.6981, -4.0939], [-0.9930, -2.3859, 3.7627], [-2.4056, 4.8613, -1.4258], [2.7405, -3.3561, 3.9916], [3.5439, 6.7811, -2.5525], [1.0059, 9.2279, 1.8850], [6.0616, -0.9988, -1.8146], [5.6126, 7.8649, -0.3866], [-3.7118, -0.6194, -0.7850], [2.6784, 3.8052, 5.6835], [1.8993, 0.6876, 5.0598], [-1.7921, -6.6636, -3.3963], [0.7587, -5.8818, -1.0638], [4.4904, 7.1018, 3.5319], [5.7691, 4.2608, 0.1474], [3.4315, 1.1155, -2.1361], [-2.7219, 0.2421, 1.8878], [-4.2839, -3.7047, 2.0958], [-0.9630, -6.6422, 3.9533], [-7.7668, 2.5755, -0.8822], [-0.6354, 1.1012, -2.4062], [5.7856, 4.2848, 2.8381], [6.4148, -1.1684, -0.0942], [1.3640, 4.6447, 4.8902], [-2.9159, -1.0107, 3.1473], [1.8519, 3.0616, 4.3231], [3.8904, -3.4865, -3.5237], [-1.8857, -6.7579, 1.6657], [-4.3862, 1.2800, -4.7396], [-1.0296, 7.7832, 0.2565], [6.0647, 5.1367, -1.3437], [-0.1889, -3.5923, -1.1722], [0.4711, 6.4453, 4.1580], [-3.5885, 3.6324, -3.2648], [1.9662, 8.6269, 0.5487], [4.4869, 6.4300, 5.1496], [2.5361, 8.4375, 2.1981], [2.8951, -4.6545, 2.4179], [2.0318, 0.0492, -2.2503], [5.4611, 3.6209, 4.4270], [-1.2961, -0.3591, 2.7340], [-0.5022, -4.4459, 4.9819], [-1.0530, 6.1646, 3.3432], [-1.3564, 6.0691, 0.4690], [-7.6095, -2.2794, -0.1692], [-0.1717, 3.8937, 2.6463], [-0.8072, 1.1802, -7.0671], [-6.1381, -0.6737, -1.3292], [4.2943, 8.2878, 0.6838], [4.8465, 3.8700, -1.2859], [-0.1245, 6.5956, -0.6602], [1.0392, 2.2550, -3.8154], [-0.4697, 7.7999, 3.5897], [3.0105, 7.0945, 4.4729], [5.5767, 7.2350, 1.2503], [-5.7197, 4.4861, -4.1077]], "lowdin_charge": [1.14, 0.33, 1.37, 1.04, 1.13, 0.34, -0.10, 0.40, 0.34, 0.05, 0.06, 0.08, -0.45, -0.13, -0.07, -0.36, -0.11, -0.08, -0.08, -0.04, -0.08, -0.41, -0.20, -0.12, -0.11, -0.26, -0.40, -0.01, -0.09, -0.08, -0.13, -0.22, -0.08, -0.16, -0.12, -0.21, -0.22, -0.23, -0.09, -0.15, -0.08, -0.12, -0.11, -0.22, -0.08, -0.34, -0.18, -0.09, -0.08, -0.02, -0.04, -0.08, -0.16, -0.03, -0.39, 0.00, -0.42, -0.35, -0.11, -0.23, -0.07, -0.14, -0.13, -0.08, -0.08, -0.08, -0.07, -0.09, -0.38, -0.13, -0.08, -0.26, -0.23, -0.12, -0.21, -0.08, -0.36, -0.08, -0.09, -0.07, -0.20, -0.10, 0.08, 0.10, 0.07, 0.00, 0.07, 0.10, 0.11, 0.11, 0.00, 0.08, 0.01, 0.00, 0.11, 0.10, 0.10, 0.10, 0.11, 0.01, 0.10, 0.11, 0.10, 0.10, 0.11, 0.09, 0.03, 0.01, 0.11, 0.06, 0.11, 0.10, 0.12, 0.10, 0.02, 0.03, 0.00, 0.02, 0.02, 0.02, 0.10, 0.10, 0.11, 0.01, 0.01, -0.02, 0.02, 0.10, 0.10, 0.10, 0.04, 0.01, -0.01, 0.00, 0.06, -0.01, 0.11, 0.11, 0.10, 0.03, 0.02, 0.05, -0.01, 0.09, 0.01, 0.02, 0.01, 0.11, -0.03, 0.02, 0.02, 0.10, 0.01, 0.01, 0.10, 0.06, 0.11, 0.10, 0.00, -0.01, -0.01, 0.10, 0.03, 0.01, 0.01, 0.10], "homo_energy_ha": -0.2110, "de_lowest_kj_mol": 100.7, "fmax_ev_per_a": 1.8, "gap_ha": 0.191}



3.
{"formula": "C4H5NO4S2", "method": "wB97M-V/def2-TZVPD", "species": ["S", "S", "O", "O", "O", "O", "N", "C", "C", "C", "C", "H", "H", "H", "H", "H"], "xyz": [[1.6642, 1.7269, 0.3780], [-0.8726, 1.1168, -1.1766], [2.6716, -0.4735, -1.0875], [2.1936, -2.0564, 0.4854], [-2.2217, -2.1946, -0.4953], [-2.3650, -0.7873, 1.1685], [-1.9121, 1.7560, 0.0521], [1.3849, 0.1042, 0.8046], [-0.6377, -0.5489, -0.6595], [-1.8279, -1.1952, 0.1175], [2.1142, -0.8850, 0.1420], [2.4213, 0.5376, -1.1387], [-0.3160, -1.0259, -1.5963], [-1.4909, 2.6676, 0.1323], [-1.9329, 1.2778, 1.0298], [1.1270, -0.0201, 1.8437]], "lowdin_charge": [0.38, 0.71, -0.10, -0.02, -0.09, -0.11, -0.36, -0.65, -0.34, -0.81, -0.71, 0.00, 0.05, -0.04, 0.07, 0.04], "total_charge": -2, "homo_energy_ha": [0.0160, 0.0161], "fmax_ev_per_a": 2.6, "gap_ha": [0.185, 0.185]}